1.
Computed, not measured: a molecular structure, C14H34AgClN2O6 in a non-equilibrium geometry, with wB97M-V/def2-TZVPD.

Each line ends with the Löwdin charge.
CARTESIAN COORDINATES (ANGSTROEM)
1 Ag -2.03 -1.04 0.11  0.625
2 Cl -3.76 -2.69 1.47  -0.433
3 C 3.57 5.23 0.33  -0.157
4 O 2.84 4.17 -0.19  -0.192
5 C 1.97 4.52 -1.32  -0.133
6 C 1.40 3.28 -2.07  -0.147
7 O 0.52 2.39 -1.31  -0.208
8 C 1.05 1.13 -0.93  -0.108
9 H 4.32 4.98 1.08  0.089
10 H 2.95 5.95 0.85  0.078
11 H 3.98 5.88 -0.44  0.080
12 H 2.61 5.00 -2.06  0.117
13 H 1.16 5.16 -0.97  0.125
14 H 2.12 2.67 -2.62  0.122
15 H 0.75 3.63 -2.86  0.119
16 H 1.44 0.50 -1.72  0.088
17 H 0.47 0.57 -0.19  0.059
18 H 1.98 1.33 -0.40  0.078
19 C -2.20 0.51 -2.66  -0.059
20 O -1.85 0.76 -1.28  -0.309
21 C -2.50 1.84 -0.62  -0.194
22 C -1.94 2.10 0.74  -0.170
23 O -2.19 0.97 1.65  -0.234
24 C -1.35 1.06 2.81  -0.100
25 H -3.27 0.45 -2.84  0.093
26 H -1.68 -0.33 -3.13  0.079
27 H -1.85 1.42 -3.16  0.081
28 H -3.57 1.63 -0.60  0.134
29 H -2.30 2.69 -1.28  0.126
30 H -2.42 2.97 1.18  0.128
31 H -0.90 2.41 0.64  0.111
32 H -0.26 1.01 2.75  0.083
33 H -1.72 0.24 3.43  0.092
34 H -1.63 1.97 3.34  0.085
35 C 0.98 -2.95 -2.25  0.005
36 C -0.40 -3.24 -1.77  -0.564
37 O -1.29 -2.38 -1.76  -0.043
38 N -0.57 -4.47 -1.31  0.030
39 C -1.80 -4.92 -0.60  -0.051
40 H 1.47 -3.90 -2.45  0.074
41 H 1.53 -2.45 -1.45  0.077
42 H 1.09 -2.28 -3.10  0.088
43 H 0.21 -5.08 -1.47  0.127
44 H -1.72 -4.60 0.44  0.027
45 H -1.85 -6.01 -0.66  0.081
46 H -2.74 -4.46 -0.92  0.068
47 C 2.22 -1.25 1.89  0.009
48 C 0.84 -1.90 1.84  -0.538
49 O 0.03 -1.49 1.02  -0.034
50 N 0.58 -2.72 2.84  0.021
51 C -0.61 -3.48 3.11  -0.073
52 H 2.89 -1.35 2.75  0.076
53 H 2.12 -0.18 1.68  0.070
54 H 2.82 -1.62 1.06  0.080
55 H 1.26 -2.67 3.58  0.134
56 H -0.45 -3.72 4.16  0.086
57 H -0.82 -4.38 2.53  0.077
58 H -1.51 -2.87 3.13  0.028

Calculated values
- multiplicity = 1
- Kohn-Sham gap (eV) = 7.82
- highest occupied orbital energy (hartree) = -0.27149
- ΔE to the lowest compared entry with this formula, charge and spin (eV) = 2.679
- net charge = 0


2.
Computed, not measured: a molecular structure, C25H46AuBNP2 in a non-equilibrium geometry, with wB97M-V/def2-TZVPD.

Each line ends with the Löwdin charge.
CARTESIAN COORDINATES (ANGSTROEM)
1 Au 1.02 -1.07 -0.57  0.562
2 C -0.61 -2.01 2.71  -0.141
3 C 0.74 -2.14 2.30  -0.204
4 C 0.66 -0.63 4.02  -0.127
5 C -0.65 -1.06 3.76  -0.114
6 C 1.54 -1.33 3.15  -0.158
7 C -1.74 -2.82 2.24  -0.005
8 H -1.48 -3.40 1.35  0.082
9 H -2.61 -2.18 2.02  0.077
10 H -2.09 -3.54 2.99  0.119
11 C -1.82 -0.65 4.54  0.023
12 H -2.72 -1.18 4.22  0.091
13 H -1.99 0.42 4.43  0.067
14 H -1.70 -0.84 5.62  0.120
15 C 1.05 0.27 5.11  0.018
16 H 0.79 -0.12 6.11  0.120
17 H 0.52 1.22 5.00  0.071
18 H 2.12 0.48 5.10  0.091
19 C 3.01 -1.31 3.20  -0.012
20 H 3.40 -1.81 4.10  0.119
21 H 3.40 -0.29 3.24  0.082
22 H 3.45 -1.82 2.33  0.087
23 C 1.27 -3.36 1.65  -0.045
24 H 1.38 -4.14 2.43  0.127
25 H 2.26 -3.22 1.22  0.073
26 H 0.60 -3.77 0.89  0.077
27 C -1.62 0.61 -4.46  -0.135
28 C -1.66 -0.72 -4.67  -0.145
29 C -0.73 -1.52 -5.50  -0.184
30 C 0.75 -1.06 -5.41  -0.170
31 C 1.19 -0.60 -4.06  -0.117
32 C 1.34 0.69 -3.75  -0.172
33 C 0.78 1.79 -4.56  -0.185
34 C -0.71 1.65 -5.05  -0.161
35 H -1.03 -1.49 -6.56  0.129
36 H 0.87 -0.28 -6.18  0.116
37 H -0.81 -2.57 -5.18  0.112
38 H -0.69 1.61 -6.16  0.122
39 H -2.48 1.06 -3.92  0.114
40 H -2.55 -1.31 -4.40  0.109
41 H -1.15 2.63 -4.77  0.112
42 H 0.89 2.69 -3.94  0.101
43 H 2.09 1.01 -3.04  0.044
44 H 1.38 1.99 -5.47  0.126
45 H 1.36 -1.94 -5.69  0.123
46 H 1.46 -1.37 -3.35  0.078
47 P -1.36 -0.11 -0.54  0.786
48 P 1.74 1.11 -0.16  0.757
49 C -0.84 1.40 -1.43  -0.388
50 C 0.36 2.15 -0.80  -0.361
51 H -1.72 2.05 -1.48  0.096
52 H -0.62 1.09 -2.45  0.022
53 H 0.83 2.84 -1.53  0.086
54 H 0.02 2.70 0.09  0.048
55 C 2.10 1.74 1.50  -0.223
56 H 2.39 0.87 2.11  -0.004
57 H 1.17 2.16 1.93  0.013
58 H 2.91 2.48 1.51  0.075
59 C 3.30 1.24 -1.11  -0.285
60 H 3.50 2.26 -1.49  0.067
61 H 3.22 0.54 -1.96  0.008
62 H 4.15 0.87 -0.50  0.060
63 C -2.86 0.37 0.36  -0.259
64 H -3.25 -0.49 0.92  0.028
65 H -3.60 0.72 -0.37  0.063
66 H -2.57 1.18 1.05  0.004
67 C -1.94 -1.50 -1.55  -0.283
68 H -1.13 -2.23 -1.71  0.018
69 H -2.28 -1.18 -2.54  -0.005
70 H -2.76 -2.04 -1.05  0.055
71 B -1.67 3.03 4.49  -0.443
72 C -1.28 2.55 3.08  -0.255
73 N -0.97 2.18 2.02  0.077
74 H -1.19 2.26 5.31  -0.003
75 H -2.88 3.05 4.59  0.018
76 H -1.25 4.15 4.69  0.015

Calculated values
- multiplicity = 3
- Kohn-Sham gap (alpha / beta) (eV) = 6.32 / 4.83
- highest occupied orbital energy (alpha / beta) (hartree) = -0.38137 / -0.38003
- net charge = +1


3.
Computed, not measured: 2 unconnected molecules or ions with the total composition H6N2O3 in a non-equilibrium geometry, with wB97M-V/def2-TZVPD.

Each line ends with the Löwdin charge.
CARTESIAN COORDINATES (ANGSTROEM)
1 O -0.88 0.89 -0.25  -0.053
2 O -1.31 -0.45 -0.08  -0.110
3 O -2.81 -0.51 0.14  0.004
4 H -1.42 1.26 -0.95  0.117
5 H -2.95 -0.14 1.02  0.090
6 N 1.57 0.50 0.30  -0.097
7 N 1.69 -0.89 -0.09  -0.089
8 H 0.72 0.80 -0.15  -0.017
9 H 1.42 0.51 1.30  0.052
10 H 2.70 -0.94 -0.21  0.048
11 H 1.26 -1.00 -1.01  0.057

Calculated values
- multiplicity = 1
- Kohn-Sham gap (eV) = 8.35
- highest occupied orbital energy (hartree) = -0.29253
- structure (SMILES) = OOO.NN
- ΔE to the lowest compared entry with this formula, charge and spin (eV) = 2.473
- net charge = 0


4.
Computed, not measured: 2 unconnected molecules or ions with the total composition C6H14N2O2 in a non-equilibrium geometry, with wB97M-V/def2-TZVPD.

Each line ends with the Löwdin charge.
CARTESIAN COORDINATES (ANGSTROEM)
1 C 2.99 1.45 -1.77  -0.082
2 N 1.56 1.17 -1.85  -0.009
3 C 0.71 2.09 -1.30  -0.566
4 C -0.70 2.07 -1.84  -0.002
5 O 1.10 2.82 -0.41  0.049
6 H 3.15 2.53 -1.80  0.085
7 H 3.41 1.08 -0.84  0.077
8 H 3.50 0.97 -2.60  0.081
9 H 1.33 0.68 -2.70  0.125
10 H -0.76 2.37 -2.88  0.083
11 H -1.08 1.06 -1.74  0.080
12 H -1.31 2.77 -1.27  0.082
13 C -1.86 -0.66 3.13  -0.071
14 N -1.02 -1.54 2.33  -0.006
15 C -1.42 -2.09 1.15  -0.565
16 C -0.34 -2.76 0.36  -0.004
17 O -2.54 -1.93 0.71  0.040
18 H -2.81 -0.52 2.61  0.080
19 H -2.08 -1.11 4.10  0.079
20 H -1.34 0.28 3.29  0.083
21 H -0.20 -1.87 2.80  0.126
22 H -0.80 -3.65 -0.07  0.087
23 H 0.05 -2.12 -0.43  0.078
24 H 0.46 -3.09 1.01  0.070

Calculated values
- multiplicity = 1
- Kohn-Sham gap (eV) = 10.28
- highest occupied orbital energy (hartree) = -0.35314
- structure (SMILES) = CNC(C)=O.CNC(C)=O
- ΔE to the lowest compared entry with this formula, charge and spin (eV) = 0.746
- net charge = 0


5.
Computed, not measured: a molecular structure, C25H31N5O6Pt, with wB97M-V/def2-TZVPD.

Each line ends with the Löwdin charge.
CARTESIAN COORDINATES (ANGSTROEM)
1 Pt -0.74 0.44 -0.82  1.287
2 O 2.60 2.50 -4.51  0.060
3 C 3.43 2.01 -3.58  -0.264
4 C 4.80 2.18 -3.79  -0.013
5 C 5.72 1.71 -2.88  -0.076
6 C 5.30 1.05 -1.73  -0.086
7 C 3.95 0.87 -1.51  -0.017
8 C 3.00 1.34 -2.42  -0.074
9 C 1.58 1.11 -2.11  -0.386
10 O 1.29 0.43 -1.07  -0.150
11 N 0.68 1.63 -2.96  0.067
12 N -0.58 1.36 -2.52  -0.189
13 C -1.64 1.88 -3.01  -0.043
14 C -2.88 1.54 -2.30  -0.237
15 C -4.13 1.92 -2.73  -0.008
16 C -5.25 1.49 -2.03  -0.044
17 C -5.07 0.67 -0.93  -0.030
18 C -3.78 0.33 -0.53  -0.072
19 N -2.71 0.77 -1.19  -0.051
20 H 1.68 2.33 -4.21  0.064
21 H 5.11 2.70 -4.69  0.118
22 H 6.77 1.85 -3.07  0.105
23 H 6.02 0.68 -1.01  0.100
24 H 3.60 0.37 -0.62  0.113
25 H -1.61 2.55 -3.87  0.136
26 H -4.23 2.54 -3.61  0.120
27 H -6.24 1.78 -2.35  0.115
28 H -5.91 0.30 -0.36  0.113
29 H -3.58 -0.31 0.31  0.095
30 C 2.25 -0.57 3.26  -0.070
31 C 1.46 0.56 3.91  -0.169
32 C -0.02 0.61 3.49  -0.311
33 C -0.69 1.83 4.15  -0.166
34 C -2.16 2.00 3.76  -0.070
35 C -0.72 -0.63 3.99  -0.428
36 O -0.70 -0.97 5.15  0.105
37 N -1.43 -1.34 3.05  0.219
38 C -1.54 -1.07 1.69  -0.544
39 O -2.29 -1.77 1.03  0.018
40 N -0.80 -0.06 1.17  0.003
41 C -0.09 0.81 1.97  -0.469
42 O 0.48 1.77 1.49  0.059
43 H 3.28 -0.58 3.62  0.078
44 H 2.27 -0.47 2.18  0.073
45 H 1.82 -1.55 3.51  0.075
46 H 1.90 1.52 3.64  0.122
47 H 1.48 0.47 5.00  0.122
48 H -0.12 2.71 3.85  0.122
49 H -0.60 1.70 5.23  0.124
50 H -2.27 2.14 2.69  0.076
51 H -2.58 2.88 4.26  0.076
52 H -2.76 1.14 4.06  0.079
53 H -1.96 -2.14 3.37  0.166
54 C 1.22 -3.35 0.85  -0.059
55 C 1.21 -2.93 -0.61  -0.264
56 O -0.07 -2.47 -1.03  -0.219
57 C -1.03 -3.50 -1.27  -0.285
58 C -1.75 -3.19 -2.57  -0.066
59 H 2.20 -3.71 1.14  0.081
60 H 0.49 -4.14 1.03  0.078
61 H 0.96 -2.50 1.48  0.044
62 H 1.53 -3.76 -1.25  0.117
63 H 1.89 -2.09 -0.78  0.103
64 H -1.74 -3.52 -0.44  0.098
65 H -0.53 -4.47 -1.32  0.117
66 H -2.16 -2.19 -2.53  0.059
67 H -2.56 -3.90 -2.73  0.075
68 H -1.06 -3.25 -3.41  0.077

Calculated values
- multiplicity = 1
- Kohn-Sham gap (eV) = 7.21
- highest occupied orbital energy (hartree) = -0.30979
- ΔE to the lowest compared entry with this formula, charge and spin (eV) = 0.231
- net charge = 0